No. 1
Computed, not measured: a structure of composition C53H47N4O2PZn, with the ωB97M-V functional and the def2-TZVPD basis.

The relative energy (zero: lowest compared OMol25 entry of this formula, charge and spin) is 1.35 kcal/mol. As for the HOMO energy (spin up / spin down): -0.268 / -0.232 hartree. Its LUMO energy (spin up / spin down) is -0.34 / -0.57 eV. For the calculated total energy, the calculation gives -123486.52191 eV.

```
! wB97M-V def2-TZVPD RIJCOSX def2/J DEFGRID3
* xyz 0 1
Zn 0.9389 -0.8852 0.5610
C -2.3328 -2.7192 4.7833
C -1.5698 -1.5964 4.4847
C -0.8760 -1.5251 3.2895
C -0.9330 -2.5722 2.3640
C -1.6910 -3.7078 2.6698
C -2.3800 -3.7666 3.8706
N -0.2359 -2.4134 1.1658
N -0.3085 -3.4289 0.3245
C 0.2715 -3.1797 -0.8860
C 0.3123 -4.2342 -1.8242
C 0.8599 -4.0160 -3.0558
C 1.3687 -2.7465 -3.3726
C 1.2910 -1.7681 -2.4146
N 0.7468 -1.9599 -1.2040
H -2.8772 -2.7820 5.7164
H -1.5129 -0.7724 5.1862
H -0.2761 -0.6501 3.0717
H -1.7286 -4.5233 1.9632
H -2.9630 -4.6513 4.0977
H -0.0947 -5.1899 -1.5256
H 0.8999 -4.8204 -3.7795
H 1.8131 -2.5315 -4.3333
H 1.6694 -0.7725 -2.6199
N 1.7711 0.7612 1.7613
C 0.9117 1.5335 2.6042
C 1.3146 1.9039 3.8798
C 0.4453 2.6188 4.6892
C -0.8157 2.9676 4.2222
C -1.2149 2.5881 2.9500
C -0.3602 1.8577 2.1309
P -0.7626 1.2192 0.4777
C 0.0072 2.4749 -0.5902
C 0.9418 2.0385 -1.5203
C 1.6263 2.9396 -2.3270
C 1.3752 4.2963 -2.2026
C 0.4551 4.7495 -1.2622
C -0.2151 3.8463 -0.4559
C -2.5598 1.4568 0.4075
C -3.3176 0.5706 1.1766
C -4.6963 0.6884 1.2179
C -5.3328 1.6834 0.4851
C -4.5870 2.5491 -0.2990
C -3.2027 2.4343 -0.3421
H 2.5426 0.3345 2.2603
H 2.2104 1.3419 1.0462
H 2.3073 1.6319 4.2212
H 0.7581 2.9064 5.6851
H -1.4908 3.5301 4.8542
H -2.2123 2.8368 2.6060
H 1.1324 0.9768 -1.6346
H 2.3512 2.5785 -3.0457
H 1.9012 5.0046 -2.8306
H 0.2713 5.8109 -1.1533
H -0.9022 4.2112 0.2993
H -2.8330 -0.2170 1.7465
H -5.2752 -0.0035 1.8165
H -6.4113 1.7736 0.5161
H -5.0764 3.3102 -0.8938
H -2.6354 3.0890 -0.9902
C -3.2720 -5.3546 -3.9113
C -3.4635 -5.3541 -2.5361
C -3.1970 -4.2111 -1.7982
C -2.7460 -3.0539 -2.4295
C -2.5454 -3.0637 -3.8066
C -2.8099 -4.2072 -4.5435
C -2.4565 -1.8602 -1.6067
C -2.3745 -0.6282 -2.0201
C -2.5679 0.3649 -2.9969
C -3.8541 0.8855 -3.2418
C -4.0285 1.8998 -4.1637
C -2.9355 2.4288 -4.8455
C -1.6590 1.9266 -4.6100
C -1.4721 0.9052 -3.6979
H -3.4743 -6.2482 -4.4885
H -3.8130 -6.2494 -2.0367
H -3.3212 -4.2109 -0.7209
H -2.1639 -2.1750 -4.2960
H -2.6448 -4.2088 -5.6141
H -2.2445 -2.0621 -0.5553
H -4.6958 0.4827 -2.6937
H -5.0219 2.2878 -4.3525
H -3.0802 3.2277 -5.5617
H -0.8085 2.3350 -5.1419
H -0.4830 0.5062 -3.5140
C 5.5878 3.7093 2.7469
C 5.2802 2.3492 2.1838
C 5.0985 2.1805 0.8098
C 4.8040 0.9404 0.2649
C 4.6548 0.7515 -1.2199
C 4.6491 -0.1589 1.1186
C 4.8655 -0.0288 2.4869
C 4.7491 -1.2089 3.4153
C 5.1825 1.2331 2.9989
C 4.1224 -1.4638 0.5388
O 4.8932 -2.2501 0.0117
O 2.8537 -1.6116 0.7033
H 6.4868 4.1332 2.2956
H 5.7460 3.6679 3.8246
H 4.7705 4.4091 2.5583
H 5.1997 3.0377 0.1494
H 4.7980 1.6935 -1.7495
H 3.6687 0.3522 -1.4754
H 5.3813 0.0248 -1.5864
H 4.2986 -2.0727 2.9300
H 4.1471 -0.9625 4.2938
H 5.7339 -1.5119 3.7770
H 5.3482 1.3429 4.0673
*
```

No. 2
Computed, not measured: a structure of composition C53H49Cl2F4GeN5S3Y, with the ωB97M-V functional and the def2-TZVPD basis.

The relative energy (zero: lowest compared OMol25 entry of this formula, charge and spin) is 0.00 kcal/mol. As for the HOMO energy: -0.158 hartree. Its LUMO energy is 2.31 eV. For the calculated total energy, the calculation gives -189181.94086 eV.

```
! wB97M-V def2-TZVPD RIJCOSX def2/J DEFGRID3
* xyz -1 1
Y 1.3690 -1.1293 -1.3928
N 1.2442 -3.0041 -0.2811
S -2.1217 -2.7271 -0.1880
N -0.9319 1.2136 2.8518
S -0.8697 2.5419 2.2534
N -0.0863 2.9206 0.8656
S -0.1523 1.9000 -0.3827
N 0.1224 0.4552 -0.3609
C 0.9615 2.8721 -1.4279
C 1.1804 2.2935 -2.6905
C 2.1399 2.8207 -3.5191
C 2.7959 3.9895 -3.1525
C 2.6501 4.4950 -1.8530
C 1.7224 3.8959 -0.9455
C -1.8373 2.0410 -1.1389
C -2.7007 0.9590 -1.0831
C -3.9977 1.1004 -1.5595
C -4.3643 2.2708 -2.2375
C -3.4231 3.2696 -2.4064
C -2.1995 3.2398 -1.7958
C -2.4763 3.3233 1.9865
C -3.5111 2.8196 2.7500
C -4.8085 3.3454 2.6113
C -4.9866 4.4001 1.6937
C -3.9499 4.8637 0.9500
C -2.6571 4.3377 1.0779
C -0.1846 3.8780 3.3312
C -0.4317 3.5392 4.6644
C -0.2608 4.5422 5.6007
C 0.3715 5.7529 5.2473
C 0.7996 5.9339 3.9279
C 0.4704 5.0161 2.9498
C -3.7398 -1.9717 0.0669
C -3.9879 -1.2111 1.1964
C -5.2715 -0.6911 1.3519
C -6.3051 -0.9839 0.4776
C -6.0867 -1.8533 -0.5859
C -4.7934 -2.2831 -0.8271
C -1.5628 -2.8292 1.4955
C -0.9441 -1.7293 2.0784
C -0.6307 -1.8050 3.4262
C -0.8873 -2.9532 4.1458
C -1.5249 -4.0095 3.5726
C -1.8564 -3.9719 2.1755
H 0.6741 1.3525 -2.9713
H 2.4315 2.4125 -4.4446
H 3.4658 4.4619 -3.8336
H 3.2554 5.3101 -1.4909
H 1.6188 4.2406 0.0701
H -2.3020 0.0768 -0.5431
H -4.6613 0.2444 -1.4652
H -5.3297 2.3721 -2.7631
H -3.5874 4.1195 -3.0548
H -1.5515 4.0619 -1.8982
H -3.3081 1.9512 3.3730
H -5.6193 2.9803 3.2045
H -5.9266 4.8472 1.6019
H -4.1167 5.6577 0.2055
H -1.8467 4.8062 0.4881
H -0.8802 2.5989 4.9326
H -0.5677 4.3847 6.6268
H 0.5708 6.4565 6.0192
H 1.3173 6.8527 3.6484
H 0.8174 5.2118 1.8815
H -3.2116 -0.8989 1.9582
H -5.4107 -0.0589 2.2170
H -7.2886 -0.6054 0.6007
H -6.8275 -2.2322 -1.2103
H -4.5285 -2.9757 -1.6103
H -0.7716 -0.7570 1.6271
H -0.1666 -0.9370 3.9007
H -0.6219 -2.9941 5.1485
H -1.7216 -4.9173 4.1452
H -2.3969 -4.7499 1.6596
Cl 5.0775 -1.3803 3.2542
C 4.0774 -0.0400 2.7973
Cl 2.3444 -0.3228 2.6669
H 4.4179 0.2342 1.8082
H 4.2997 0.7626 3.5038
F 5.2093 2.8332 0.2513
C 4.9798 1.7926 -0.6018
C 3.7560 1.1553 -0.5931
C 3.4729 0.1145 -1.4768
C 4.4776 -0.2110 -2.4145
C 5.7335 0.4367 -2.3131
F 6.7328 0.2355 -3.1993
C 5.9948 1.4612 -1.4193
C 4.2494 -1.4053 -3.2932
C 5.0571 -1.7881 -4.3771
C 4.6447 -2.8993 -5.1490
C 3.5103 -3.6069 -4.7644
C 2.7929 -3.1037 -3.7143
N 3.1057 -2.0323 -3.0089
H 2.9744 1.5475 0.0518
H 6.9461 2.0191 -1.5109
H 6.0265 -1.3904 -4.5499
H 5.1732 -3.2514 -6.0940
H 3.2161 -4.5118 -5.3192
H 1.8378 -3.6063 -3.5320
F -0.0210 -2.2559 -4.3116
C 0.0802 -1.1394 -3.4942
F 0.8077 -0.1394 -4.2576
H -0.9739 -0.7696 -3.4926
C -0.2933 -5.9755 -1.5091
Ge 1.1829 -5.8809 -0.1763
C 0.6540 -7.0004 1.3256
C 2.7991 -6.4330 -1.2059
C 1.3874 -4.0390 0.4001
H -0.8435 -6.8804 -1.2019
H 0.0237 -6.2401 -2.5008
H -0.9558 -5.1192 -1.4013
H 0.3007 -7.9639 0.8864
H -0.2421 -6.5397 1.7341
H 1.2880 -7.2452 2.0855
H 2.5139 -7.3039 -1.7859
H 3.6464 -6.6207 -0.5923
H 3.0730 -5.6561 -1.9227
H 1.6716 -3.9914 1.4740
*
```

No. 3
Computed, not measured: a structure of composition C53H49IrN4Sb, with the ωB97M-V functional and the def2-TZVPD basis.

The relative energy (zero: lowest compared OMol25 entry of this formula, charge and spin) is 7.49 kcal/mol. As for the HOMO energy (spin up / spin down): -0.308 / -0.371 hartree. Its LUMO energy (spin up / spin down) is -3.48 / -4.91 eV. For the calculated total energy, the calculation gives -71087.11793 eV.

```
! wB97M-V def2-TZVPD RIJCOSX def2/J DEFGRID3
* xyz 1 5
Ir -0.0010 -0.3606 -0.2303
C -0.7477 7.1070 1.1519
C 0.2460 6.5182 0.3840
C 0.3281 5.1361 0.2950
C -0.5959 4.3321 0.9584
C -1.5822 4.9297 1.7403
C -1.6550 6.3102 1.8376
C -0.5028 2.8532 0.8110
C 0.6378 2.2491 1.2548
C 1.6415 2.8236 2.1086
C 2.4571 1.8150 2.4973
C 1.9667 0.6093 1.8745
N 0.9228 0.8871 1.1078
C 2.5267 -0.7305 1.9793
C 2.5880 -1.5427 0.7562
C 3.6116 -2.3734 0.3248
C 3.1673 -3.0034 -0.8432
C 1.8788 -2.5422 -1.1019
C 0.9439 -3.1203 -1.9993
C 1.4751 -4.1315 -2.9556
C 2.4314 -3.7413 -3.8911
C 2.9225 -4.6491 -4.8171
C 2.4729 -5.9619 -4.8088
C 1.5401 -6.3643 -3.8637
C 1.0413 -5.4546 -2.9431
C -0.4084 -2.8081 -2.0384
N -0.9618 -1.6891 -1.4619
C -2.2741 -1.6423 -1.8148
C -3.1319 -0.5655 -1.5916
C -4.4537 -0.5847 -2.2720
C -5.6379 -0.4649 -1.5462
C -6.8616 -0.4256 -2.1965
C -6.9179 -0.5064 -3.5811
C -5.7454 -0.6291 -4.3129
C -4.5216 -0.6697 -3.6619
C -2.7905 0.6178 -0.8719
C -3.5933 1.7673 -0.7605
C -2.8470 2.7346 -0.1119
C -1.6059 2.1736 0.1936
N -1.5740 0.8685 -0.2788
C -2.6003 -2.8378 -2.5621
C -1.4557 -3.5311 -2.7271
N 1.5521 -1.5890 -0.1410
C 2.9632 -1.2491 3.2423
C 2.8288 -0.5022 4.4414
C 3.2604 -0.9972 5.6526
C 3.8207 -2.2675 5.7390
C 3.8905 -3.0551 4.5959
C 3.4612 -2.5688 3.3788
H -0.8058 8.1844 1.2303
H 0.9627 7.1338 -0.1436
H 1.1078 4.6730 -0.2980
H -2.2715 4.3103 2.3010
H -2.4195 6.7645 2.4540
H 1.6873 3.8573 2.4097
H 3.3316 1.8843 3.1214
H 4.5730 -2.4807 0.7975
H 3.6879 -3.7537 -1.4159
H 2.7900 -2.7193 -3.8868
H 3.6627 -4.3329 -5.5408
H 2.8556 -6.6720 -5.5297
H 1.2016 -7.3918 -3.8389
H 0.3350 -5.7797 -2.1891
H -5.5968 -0.4161 -0.4649
H -7.7722 -0.3228 -1.6211
H -7.8731 -0.4728 -4.0880
H -5.7825 -0.6829 -5.3931
H -3.6041 -0.7461 -4.2346
H -4.5985 1.8678 -1.1321
H -3.1539 3.7416 0.1130
H -3.5870 -3.1121 -2.8950
H -1.3299 -4.4603 -3.2559
H 2.3530 0.4655 4.4243
H 3.1464 -0.3944 6.5441
H 4.1681 -2.6493 6.6895
H 4.2713 -4.0662 4.6583
H 3.4845 -3.2252 2.5249
C 1.3155 0.4276 -6.1681
C 0.8944 -0.4136 -4.9658
C -0.2862 -1.3131 -5.3119
Sb 0.4737 0.6946 -3.1501
C -0.9076 2.2985 -3.5885
C -0.9973 2.6682 -5.0651
C -0.5287 3.5053 -2.7365
C 2.3275 1.6752 -2.6788
C 3.3541 0.5847 -2.3640
C 2.8641 2.6491 -3.7268
H 1.6108 -0.2531 -6.9726
H 2.1614 1.0812 -5.9681
H 0.4959 1.0329 -6.5478
H 1.7385 -1.0251 -4.6421
H -1.1682 -0.7238 -5.5802
H -0.5547 -1.9838 -4.4985
H -0.0342 -1.9261 -6.1819
H -1.8670 1.8943 -3.2567
H -0.0350 2.9797 -5.4728
H -1.6869 3.5104 -5.1744
H -1.3868 1.8519 -5.6740
H 0.4255 3.9334 -3.0459
H -0.4597 3.2615 -1.6808
H -1.2882 4.2849 -2.8423
H 2.0755 2.2131 -1.7599
H 3.5392 -0.0476 -3.2372
H 3.0386 -0.0561 -1.5384
H 4.3113 1.0365 -2.0904
H 3.2962 2.1149 -4.5727
H 3.6684 3.2462 -3.2878
H 2.1149 3.3408 -4.1107
*
```

No. 4
Computed, not measured: a cluster of 7 separate species, C53H49N2O15 in total, with the ωB97M-V functional and the def2-TZVPD basis.

As for the HOMO energy (spin up / spin down): -0.324 / -0.324 hartree. Its LUMO energy (spin up / spin down) is -1.78 / -1.78 eV. For the calculated total energy, the calculation gives -89438.27464 eV.

```
! wB97M-V def2-TZVPD RIJCOSX def2/J DEFGRID3
* xyz 0 2
C 1.1290 -0.7090 -0.8464
C 0.0195 -0.5144 -1.9512
C 0.7796 0.0826 -3.2262
C -0.9798 0.6175 -1.4703
C -2.4588 0.0823 -1.1288
C -3.2303 0.0371 -2.5050
C -4.8137 -0.0021 -2.4160
C -5.4031 -0.9639 -1.3505
O -5.5714 -0.6676 -0.1982
O -5.7849 -2.2418 -1.7916
C -3.0341 1.1566 -0.1280
C -3.6332 2.4006 -0.6398
C -4.1654 3.3428 0.3425
C -4.0476 2.9720 1.7427
N -3.4672 1.8603 2.2562
C -2.9878 1.0044 1.3187
C -2.2428 -1.3393 -0.4463
C -1.5068 -2.3735 -1.3942
C -0.7498 -3.3950 -0.4326
C -2.6413 -3.2609 -2.0966
N -0.6287 -1.7613 -2.4137
O 0.2113 -2.6099 -2.9076
H 1.6181 -1.7200 -0.9125
H 1.9310 0.0552 -1.0232
H 0.7164 -0.5895 0.1848
H 1.7211 -0.5039 -3.3863
H 0.1483 -0.0829 -4.1433
H 1.0118 1.1663 -3.0685
H -0.5183 1.0713 -0.5490
H -1.0009 1.4205 -2.2528
H -2.9756 0.9971 -3.0395
H -2.8627 -0.7780 -3.1774
H -5.1742 -0.3854 -3.4150
H -5.2100 1.0385 -2.3377
H -5.5632 -2.8008 -1.0190
H -3.7197 2.6424 -1.7186
H -4.6656 4.2938 0.0771
H -4.4873 3.6888 2.4831
H -2.4997 0.0743 1.7029
H -1.5400 -1.1497 0.4178
H -3.1740 -1.7493 0.0255
H -0.2750 -4.2213 -1.0124
H -0.0648 -2.8779 0.2791
H -1.5731 -3.8757 0.1716
H -3.5185 -3.4141 -1.4306
H -2.8911 -2.9141 -3.1263
H -2.1717 -4.2805 -2.2235
C 4.5391 -5.3972 -1.9063
C 4.5955 -6.5028 -2.6467
C 3.7201 -6.6820 -3.8280
O 3.7695 -7.6916 -4.5021
C 2.7818 -5.5848 -4.1549
C 2.7242 -4.4782 -3.4150
C 3.5998 -4.2991 -2.2332
O 3.5509 -3.2913 -1.5581
H 5.1705 -5.2495 -1.0392
H 5.2760 -7.3147 -2.4225
H 2.1502 -5.7330 -5.0221
H 2.0425 -3.6674 -3.6400
C 0.0084 -7.7612 -2.5471
C -0.3873 -8.6649 -3.4415
C -1.5269 -9.5701 -3.1655
O -1.8876 -10.3954 -3.9785
C -2.2094 -9.4298 -1.8579
C -1.8131 -8.5259 -0.9640
C -0.6738 -7.6213 -1.2403
O -0.3121 -6.7950 -0.4270
H 0.8395 -7.0915 -2.7308
H 0.0999 -8.7801 -4.4017
H -3.0404 -10.0990 -1.6738
H -2.2996 -8.4103 -0.0035
C 2.5781 1.8400 2.2261
C 3.8657 1.9454 2.5463
C 4.5192 0.9589 3.4357
O 5.6944 1.0577 3.7294
C 3.6871 -0.1502 3.9540
C 2.3993 -0.2559 3.6340
C 1.7455 0.7305 2.7450
O 0.5696 0.6337 2.4510
H 2.0834 2.5526 1.5776
H 4.4885 2.7490 2.1750
H 4.1813 -0.8618 4.6023
H 1.7762 -1.0596 4.0049
C 5.7426 6.7670 -0.1546
C 6.4938 7.7276 0.3800
C 7.1973 7.5259 1.6677
O 7.8804 8.4014 2.1564
C 7.0344 6.2143 2.3366
C 6.2832 5.2537 1.8019
C 5.5794 5.4558 0.5139
O 4.8947 4.5801 0.0226
H 5.2208 6.8970 -1.0943
H 6.6244 8.6915 -0.0955
H 7.5563 6.0841 3.2761
H 6.1537 4.2899 2.2783
C 3.4556 1.9209 9.4120
C 3.5302 0.8148 8.6743
C 2.6652 0.6236 7.4880
O 2.7308 -0.3855 6.8151
C 1.7155 1.7091 7.1521
C 1.6406 2.8153 7.8896
C 2.5058 3.0071 9.0766
O 2.4398 4.0155 9.7481
H 4.0793 2.0779 10.2829
H 4.2188 0.0116 8.9044
H 1.0915 1.5518 6.2808
H 0.9519 3.6184 7.6592
C -4.9033 7.3629 -2.7054
C -5.9884 8.1048 -2.9188
C -7.3399 7.4993 -2.9456
O -8.3288 8.1740 -3.1419
C -7.4379 6.0377 -2.7242
C -6.3526 5.2963 -2.5109
C -5.0016 5.9022 -2.4843
O -4.0114 5.2263 -2.2875
H -3.9077 7.7878 -2.6831
H -5.9350 9.1739 -3.0816
H -8.4333 5.6124 -2.7463
H -6.4059 4.2267 -2.3478
*
```